The following is a quantum chemistry calculation of C7H18I3MoOP2 as an isolated structure, from OMol25.

ORCA input file:
```
! wB97M-V def2-TZVPD RIJCOSX def2/J DEFGRID3
* xyz 3 3
I 0.06956 -3.33628 -2.32263
I 0.35461 -2.81234 0.70950
Mo 0.03541 0.16187 0.08589
P 2.31044 0.02925 0.05098
C 3.07736 -0.05799 1.73416
C 3.03841 -1.37667 -0.85643
H 4.13271 -1.37644 -0.76951
H 4.27506 1.30078 -0.56938
H 2.65602 -1.36145 -1.88304
H 2.87045 1.52308 -1.70517
H 2.77447 -1.00721 2.21120
H 2.69548 -2.29302 -0.36964
C 3.19000 1.47845 -0.65462
H 4.17341 -0.02031 1.57968
H 2.88104 2.38553 -0.11150
H 2.72318 0.80898 2.32153
P -2.26694 -0.12654 -0.43911
C -3.36862 -0.26467 1.04325
C -3.06966 1.26949 -1.33179
H -2.13188 -1.49782 -2.38543
H -3.78688 -1.64492 -1.64093
H -2.40645 -2.45619 -0.89137
C -2.70862 -1.57100 -1.45385
H -2.53519 1.34613 -2.28932
H -4.13592 1.02696 -1.48052
H -4.40930 -0.30079 0.66544
H -3.20058 0.62184 1.68138
H -2.94280 2.19052 -0.74083
H -3.10549 -1.19186 1.58376
C -0.20544 -0.23178 1.98548
O -0.29731 -0.94366 2.99544
I -0.13909 2.80347 0.46499
*
```

Output
* HOMO (alpha / beta): -19.97 / -20.01 eV
* total energy: -54301.5935 eV

---

The following is a quantum chemistry calculation of a 2-piece molecular cluster, C2H8N2O2 overall, from OMol25.

ORCA input file:
```
! wB97M-V def2-TZVPD RIJCOSX def2/J DEFGRID3
* xyz 0 1
O 2.22356 -0.27747 -1.79215
C 2.12900 -0.17553 -0.58724
N 1.00396 -0.44260 0.12897
C -0.16271 -1.00168 -0.48002
N -1.29478 -0.05443 -0.36469
H 2.99979 0.13556 0.01433
H 0.97495 -0.15169 1.09149
H 0.08364 -1.16100 -1.52377
H -0.44562 -1.98004 -0.08611
H -2.18351 -0.51458 -0.51759
H -1.21737 0.59155 -1.15153
H -1.27222 0.98491 1.38109
H -1.33658 2.46569 1.77245
O -1.50209 1.58132 2.11478
*
```

Output
* HOMO: -10.05 eV
* total energy: -9279.1867 eV

---

The following is a quantum chemistry calculation of an isolated ion of composition C7H12 and charge +1, from OMol25.

ORCA input file:
```
! wB97M-V def2-TZVPD RIJCOSX def2/J DEFGRID3
* xyz 1 2
C 0.12484 -0.06446 2.12732
C -0.80922 -0.47450 1.03340
C -1.24793 -1.78276 0.95317
C -1.22813 0.55355 0.02600
C 0.01450 1.00590 -0.66529
C 0.85704 0.16174 -1.28206
C 1.95346 0.55133 -2.19202
H -0.15996 -0.59426 3.03847
H 1.12417 -0.44001 1.92347
H 0.14158 1.01013 2.22642
H -1.23672 -2.40798 1.84039
H -1.44824 -2.24010 -0.01085
H -1.60714 1.37773 0.62934
H -2.00924 0.13808 -0.59107
H 0.29131 2.04772 -0.66003
H 0.56656 -0.89025 -1.25824
H 1.98104 1.62862 -2.30020
H 1.79622 0.08676 -3.16326
H 2.91108 0.11375 -1.90684
*
```

Output
* HOMO (alpha / beta): -14.02 / -13.72 eV
* total energy: -7443.5617 eV

---

The following is a quantum chemistry calculation of CHI3S as an isolated structure, from OMol25.

ORCA input file:
```
! wB97M-V def2-TZVPD RIJCOSX def2/J DEFGRID3
* xyz 0 1
C 1.46790 0.46720 -0.41271
S -2.24491 -2.06548 0.92477
I 0.94503 2.43079 -0.28081
I 0.59968 -1.01776 -1.57951
I -2.55819 0.25989 0.78125
H 1.79050 -0.07464 0.56700
*
```

Output
* HOMO (alpha / beta): -9.14 / -8.27 eV
* total energy: -36187.2287 eV

---

Across the entries above, F_max takes the values 0.2215; 0.0206; 0.0235; 0.0562 hartree/bohr, respectively.